The following is a quantum chemistry calculation of C47H54NO4PPb as an isolated structure, from the Open Molecules 2025 dataset.

Last column: Löwdin charge in e.
Cartesian coordinates (Å):
Pb -1.78318 -1.60325 -0.20414  1.43
C 5.51189 -0.40034 -2.40610  -0.04
C 4.70007 -1.59498 -2.92526  -0.56
C 5.09210 -1.84036 -4.38249  -0.07
C 5.07223 -2.84308 -2.11171  -0.04
C 3.20262 -1.29674 -2.76975  -0.15
C 2.69174 -1.05551 -1.54115  0.03
C 1.29658 -0.80103 -1.35119  -0.17
N 0.67467 -0.63742 -0.18523  0.08
C 1.16091 -0.43395 1.03981  -0.17
C 2.48279 -0.02162 1.39899  0.02
C 2.86623 0.04469 2.69576  -0.15
C 1.92509 -0.37211 3.70287  0.06
C 0.62802 -0.72167 3.46288  -0.07
C 0.17409 -0.64920 2.09244  -0.28
O -1.05095 -0.80174 1.81341  -0.22
C -0.34722 -1.16195 4.56100  -0.53
C -1.49424 -0.14940 4.70458  -0.03
C 0.34872 -1.27348 5.92129  -0.07
C -0.92983 -2.54155 4.21358  -0.03
C 4.26898 0.55772 3.05005  -0.56
C 5.32681 -0.32418 2.36880  -0.04
C 4.42357 2.00223 2.55334  -0.05
C 4.52802 0.54130 4.55699  -0.07
C 0.39022 -0.82062 -2.50398  -0.30
O -0.82882 -0.58680 -2.33431  -0.19
C 0.95237 -1.11893 -3.81299  -0.08
C 2.29888 -1.30404 -3.89180  0.05
C 0.04005 -1.19000 -5.04012  -0.53
C 0.80189 -1.61431 -6.29993  -0.07
C -0.58029 0.18946 -5.30859  -0.04
C -1.07247 -2.22456 -4.80623  -0.04
H 6.58331 -0.59465 -2.51577  0.09
H 5.31077 -0.21049 -1.34789  0.07
H 5.26795 0.50883 -2.96241  0.09
H 6.16605 -2.03358 -4.43445  0.09
H 4.87919 -0.97275 -5.01427  0.09
H 4.57955 -2.70914 -4.80620  0.09
H 6.13515 -3.07151 -2.23799  0.09
H 4.49367 -3.71058 -2.44079  0.09
H 4.88551 -2.69995 -1.04411  0.08
H 3.33322 -1.14603 -0.67850  0.10
H 3.15251 0.32744 0.62705  0.10
H 2.26857 -0.38578 4.72591  0.09
H -1.10216 0.84397 4.93896  0.08
H -2.14949 -0.45911 5.52487  0.09
H -2.09864 -0.08467 3.79848  0.07
H 0.73044 -0.30971 6.27258  0.08
H 1.17555 -1.99087 5.90538  0.09
H -0.37916 -1.62399 6.65609  0.09
H -1.55116 -2.51337 3.31791  0.07
H -1.56221 -2.88430 5.03798  0.09
H -0.12817 -3.27461 4.07502  0.09
H 5.23911 -0.27952 1.27851  0.06
H 5.21847 -1.36885 2.67273  0.09
H 6.33411 0.01010 2.63819  0.09
H 4.30031 2.07065 1.46938  0.08
H 5.41881 2.38453 2.80276  0.09
H 3.67937 2.65552 3.01807  0.09
H 4.46720 -0.46777 4.97378  0.09
H 3.82329 1.17921 5.09781  0.09
H 5.53484 0.91808 4.75134  0.09
H 2.72137 -1.50762 -4.86384  0.08
H 1.58115 -0.89723 -6.57271  0.08
H 0.09913 -1.66485 -7.13587  0.09
H 1.26072 -2.60231 -6.19103  0.09
H 0.18308 0.89307 -5.65392  0.09
H -1.04600 0.59733 -4.41242  0.06
H -1.34213 0.10776 -6.09207  0.09
H -0.64506 -3.20200 -4.56255  0.09
H -1.66835 -2.33470 -5.71816  0.09
H -1.73710 -1.92595 -3.99669  0.07
O -4.62795 -1.54757 2.99104  0.05
C -4.53568 -1.48419 1.77365  -0.66
O -3.73445 -2.14891 1.01193  -0.28
C -5.50269 -0.58286 1.03447  -0.15
C -6.86092 -0.75177 1.27395  -0.01
C -7.79877 0.02891 0.61757  -0.07
C -7.38547 1.01149 -0.27183  -0.08
C -6.03166 1.21825 -0.48931  -0.07
C -5.08249 0.42229 0.15545  -0.29
P -3.30749 0.76417 -0.04994  1.06
C -2.82069 1.78066 1.36725  -0.36
C -1.50580 2.25276 1.39116  -0.11
C -1.08096 3.08254 2.41294  -0.07
C -1.96210 3.42670 3.43456  -0.09
C -3.25306 2.92243 3.43911  -0.07
C -3.68773 2.09647 2.40594  -0.06
C -3.22384 1.90416 -1.46495  -0.36
C -3.13408 3.28656 -1.31514  -0.08
C -3.16837 4.11467 -2.43113  -0.07
C -3.31131 3.56952 -3.69868  -0.08
C -3.41168 2.19273 -3.85409  -0.08
C -3.35336 1.36244 -2.74451  -0.11
H -7.16882 -1.50227 1.99095  0.12
H -8.85506 -0.12586 0.80227  0.10
H -8.11252 1.62762 -0.78543  0.10
H -5.71716 2.00679 -1.16298  0.10
H -0.81568 1.97717 0.59735  0.11
H -0.06237 3.45374 2.41944  0.11
H -1.62947 4.07066 4.24070  0.10
H -3.93093 3.16618 4.24857  0.11
H -4.69791 1.70442 2.41804  0.11
H -3.04569 3.72154 -0.32734  0.11
H -3.09464 5.18786 -2.30568  0.10
H -3.34293 4.21648 -4.56729  0.10
H -3.51917 1.76378 -4.84227  0.11
H -3.41136 0.28725 -2.87786  0.11

Its HOMO energy (spin up / spin down) is -7.43 / -7.43 eV. The calculation puts the energy at -73834.376 eV. Its energy above the lowest of the compared OMol25 structures with the same formula, charge and spin is 0.0 kcal per mole. The spin multiplicity is 1. The calculation puts the lowest unoccupied orbital energy (spin up / spin down) at -0.0608 / -0.0612 hartree. The calculation puts the largest force on an atom at 0.35 eV Å⁻¹. The value obtained for the HOMO-LUMO gap (spin up / spin down) is 5.8 / 5.8 eV. For the molecular weight, the calculation gives 935.126 g mol⁻¹.